# 1
ORCA calculation (wB97M-V/def2-TZVPD) on a structure of composition C28H24N3ScSe.

The geometry in XYZ format:
```
57
Properties=species:S:1:pos:R:3:nbo_charge:R:1
Sc -0.39 0.90 -0.58 1.37
C -3.77 0.55 1.57 -0.65
C -2.44 0.98 2.12 -0.02
C -1.77 0.24 3.08 -0.18
C -0.57 0.69 3.63 -0.23
C -0.02 1.89 3.20 -0.23
C -0.68 2.64 2.23 -0.21
C -1.89 2.20 1.70 -0.26
H -4.58 1.04 2.12 0.23
H -3.92 -0.53 1.66 0.20
H -3.86 0.84 0.52 0.26
H -2.19 -0.70 3.42 0.20
H -0.07 0.11 4.39 0.21
H 0.92 2.24 3.61 0.22
H -0.28 3.59 1.91 0.23
H -2.44 2.81 0.99 0.27
C 2.02 -1.40 2.62 -0.25
C 1.35 -2.58 2.82 -0.14
C 0.23 -2.87 2.05 -0.23
C -0.18 -1.95 1.10 0.20
N 0.45 -0.78 0.94 -0.50
C 1.53 -0.52 1.67 0.09
C -1.34 -2.19 0.19 0.17
C -1.90 -3.44 0.02 -0.24
C -2.97 -3.59 -0.85 -0.15
C -3.45 -2.48 -1.51 -0.25
C -2.83 -1.26 -1.30 0.08
N -1.79 -1.11 -0.48 -0.50
H 2.90 -1.14 3.20 0.23
H 1.68 -3.29 3.57 0.23
H -0.32 -3.79 2.19 0.22
H 2.01 0.43 1.48 0.23
H -1.49 -4.30 0.54 0.22
H -3.41 -4.57 -1.00 0.22
H -4.28 -2.55 -2.20 0.23
H -3.14 -0.34 -1.81 0.28
C 1.95 -2.33 -3.02 -0.27
C 3.08 -1.60 -3.37 -0.15
C 3.15 -0.26 -3.06 -0.24
C 2.08 0.36 -2.40 0.24
N 1.00 -0.36 -2.04 -0.51
C 0.95 -1.66 -2.35 0.06
C 2.10 1.80 -2.05 -0.04
C 2.82 2.67 -2.87 -0.21
C 2.90 4.02 -2.55 -0.22
C 2.25 4.48 -1.41 -0.20
C 1.50 3.60 -0.64 -0.19
C 1.38 2.24 -0.93 -0.51
H 1.85 -3.38 -3.25 0.22
H 3.91 -2.09 -3.87 0.22
H 4.02 0.32 -3.30 0.23
H 0.04 -2.18 -2.06 0.20
H 3.30 2.31 -3.77 0.20
H 3.44 4.70 -3.19 0.21
H 2.29 5.53 -1.14 0.21
H 0.97 4.01 0.21 0.19
Se -2.12 2.07 -1.79 -1.00
```

Summary:
- Kohn-Sham gap (eV) = 5.309
- HOMO (eV) = -6.04


# 2
ORCA calculation (wB97M-V/def2-TZVPD) on the molecule C4H7N.

The geometry in XYZ format:
```
12
Properties=species:S:1:pos:R:3:nbo_charge:R:1
C -0.64 -0.02 1.82 -0.35
C 0.23 -0.42 0.92 -0.22
C 0.18 0.00 -0.50 0.15
C -0.27 1.19 -0.92 -0.52
N 0.60 -0.98 -1.37 -0.81
H -0.67 -0.21 2.89 0.20
H -1.39 0.71 1.52 0.19
H 0.94 -1.20 1.14 0.20
H -0.66 1.94 -0.24 0.20
H -0.25 1.52 -1.94 0.20
H 0.85 -0.72 -2.31 0.38
H 1.07 -1.79 -1.01 0.38
```

Summary:
- Kohn-Sham gap (eV) = 9.123
- HOMO (eV) = -7.97
- SMILES = C=CC(=C)N


# 3
ORCA calculation (wB97M-V/def2-TZVPD) on a structure of composition C12H13BN7PdS.

The geometry in XYZ format:
```
35
Properties=species:S:1:pos:R:3:nbo_charge:R:1
Pd -0.01 -1.60 0.32 0.46
C 2.24 2.76 1.22 -0.38
C 2.11 1.38 1.51 -0.06
N 1.16 0.83 0.78 -0.27
N 0.64 1.82 0.03 -0.34
C 1.26 2.99 0.28 -0.04
B -0.48 1.53 -0.98 0.57
N -0.01 0.54 -2.07 -0.33
C 0.04 0.75 -3.40 -0.03
C 0.53 -0.39 -4.00 -0.38
C 0.74 -1.27 -2.93 -0.05
N 0.42 -0.70 -1.78 -0.29
N -1.76 1.00 -0.29 -0.32
C -2.95 1.60 -0.22 -0.03
C -3.81 0.80 0.51 -0.38
C -3.03 -0.31 0.83 -0.04
N -1.80 -0.19 0.36 -0.30
H 2.93 3.47 1.64 0.21
H 2.67 0.76 2.19 0.20
H 0.97 3.88 -0.24 0.20
H -0.78 2.57 -1.53 -0.07
H -0.26 1.70 -3.80 0.21
H 0.71 -0.55 -5.05 0.21
H 1.11 -2.28 -2.93 0.20
H -3.10 2.57 -0.68 0.21
H -4.84 0.99 0.75 0.21
H -3.28 -1.20 1.38 0.21
S 2.63 -2.83 1.79 0.20
C 1.62 -2.57 3.19 -0.50
C 0.34 -2.82 2.91 -0.05
N 0.01 -3.28 1.63 -0.57
C 1.14 -3.18 0.82 -0.29
H 2.01 -2.16 4.11 0.22
H -0.48 -2.68 3.61 0.19
H 1.29 -3.93 0.04 0.19
```

Summary:
- Kohn-Sham gap (eV) = 6.495
- HOMO (eV) = -3.32
- total charge = -1


# 4
ORCA calculation (wB97M-V/def2-TZVPD) on a cluster of 2 separate species, C4H8BrI in total.

The geometry in XYZ format:
```
14
Properties=species:S:1:pos:R:3:nbo_charge:R:1
C 0.52 -0.30 1.60 -0.65
C -1.53 0.82 -1.22 -0.51
C 1.10 -0.97 0.31 -0.33
C 1.26 -0.01 -0.84 -0.34
Br -0.08 -2.39 -0.30 0.02
I 2.07 1.90 -0.69 0.17
H -0.57 -0.37 1.47 0.23
H 1.08 0.67 1.84 0.24
H 0.54 -1.05 2.43 0.22
H -1.99 0.25 -2.04 0.17
H -2.00 0.66 -0.22 0.18
H -0.93 1.66 -1.55 0.18
H 2.04 -1.22 0.55 0.21
H 1.28 -0.43 -1.89 0.22
```

Summary:
- Kohn-Sham gap (alpha / beta) (eV) = 8.618 / 8.402
- HOMO (alpha / beta) (eV) = -8.66 / -8.13


# 5
ORCA calculation (wB97M-V/def2-TZVPD) on a structure of composition C10H24ClI2N2P2Yb.

The geometry in XYZ format:
```
42
Properties=species:S:1:pos:R:3:nbo_charge:R:1
I 0.19 -0.08 -4.14 0.16
I 0.04 2.98 -3.85 0.29
Yb 0.03 0.55 -1.23 1.45
P -2.80 1.03 -0.18 0.82
C -4.02 0.85 -1.54 -0.94
C -3.46 -0.19 0.99 -0.93
H -4.54 -0.09 1.17 0.26
H -4.57 2.34 0.86 0.25
H -2.92 -0.11 1.94 0.25
H -2.95 2.71 1.56 0.26
H -3.79 -0.11 -2.04 0.23
H -3.18 -1.14 0.54 0.23
C -3.51 2.51 0.63 -0.92
H -5.08 0.87 -1.24 0.26
H -3.38 3.34 -0.09 0.24
H -3.83 1.68 -2.24 0.23
P 2.85 1.00 -0.17 0.80
C 4.06 0.88 -1.55 -0.94
C 3.53 2.52 0.65 -0.91
H 3.09 -0.12 1.98 0.25
H 4.65 -0.09 1.09 0.26
H 3.29 -1.19 0.58 0.23
C 3.56 -0.21 0.99 -0.93
H 2.96 2.71 1.57 0.26
H 4.60 2.35 0.89 0.25
H 5.13 0.89 -1.25 0.26
H 3.86 1.72 -2.22 0.24
H 3.39 3.34 -0.07 0.24
H 3.84 -0.05 -2.08 0.23
Cl 0.03 1.50 1.12 -0.57
C 0.26 -1.94 2.32 -0.68
C 0.02 -2.26 0.90 0.46
N -0.13 -1.55 -0.24 -0.67
C -0.40 -2.48 -1.24 -0.12
C -0.41 -3.74 -0.71 -0.04
N -0.17 -3.57 0.65 -0.49
H -0.59 -2.43 2.85 0.26
H 1.24 -2.36 2.60 0.26
H 0.24 -0.85 2.43 0.27
H -0.49 -2.19 -2.30 0.21
H -0.51 -4.67 -1.26 0.26
H -0.10 -4.34 1.34 0.46
```

Summary:
- Kohn-Sham gap (alpha / beta) (eV) = 4.117 / 4.109
- expectation value of S² = 0.751
- HOMO (alpha / beta) (eV) = -14.65 / -14.65
- spin multiplicity = 2
- total charge = +2


The records above give, respectively, largest force on an atom values of 1.0 1.2 0.8 4.3 3.7 eV/Å.
The records above give, respectively, ΔE to the lowest compared entry with this formula, charge and spin values of 21.5 106.8 0.0 388.4 0.0 kJ/mol.